Entry 1:
46
Properties=species:S:1:pos:R:3:forces:R:3 method="wB97M-V/def2-TZVPD" e_homo_ha=-0.2999 e_above_lowest_ev=1.652 e_tot_ev=-22614.59471 molar_mass_g_mol=265.40 lumo_ha=0.031 smiles=COCCCNCCOc1cc(C(C)C)ccc1C
C 0.5633 -1.8168 0.6599 -0.0918 0.2390 0.3477
C 4.6791 -0.0876 0.3082 -0.2035 -0.0644 -0.1364
H 6.3049 1.7988 -0.4619 0.0142 0.0047 -0.0172
C 0.1032 -0.9150 1.8262 0.0178 -0.5864 -0.1342
C 2.2463 -0.3683 -0.3568 0.2518 0.1144 -0.1478
H 3.7979 0.4621 -1.5807 0.0269 0.0031 -0.0440
H 0.8995 -0.8589 2.5764 -0.1108 -0.0682 -0.0583
H -3.2282 -2.4291 -0.9694 0.1020 -0.0948 0.0602
H -4.2796 1.9549 -1.3081 -0.1046 0.0056 -0.0616
C -2.4096 2.4912 -0.4216 0.1085 -0.0883 0.0836
H 6.1016 0.7554 -1.8945 0.0256 0.0326 0.0172
C -0.1928 3.0256 0.6469 -0.0177 -0.0948 0.0234
H -0.7861 -1.3417 2.3071 0.0400 0.0634 0.0081
C -1.3064 2.0848 0.3040 0.1197 -0.0344 0.0606
H 0.4331 -2.8599 0.9627 -0.1436 0.0381 -0.0173
O 6.0350 -0.2141 -0.0534 0.0671 -0.1603 0.0638
H -5.9888 -1.8482 0.3476 -0.0883 -0.0982 0.0206
H -0.4328 4.0383 0.3341 0.0016 0.0654 -0.0173
H -4.4484 -1.7873 1.2035 0.0791 -0.0824 0.0948
H 1.5742 -0.2539 -1.2134 0.0033 0.0979 0.0798
H -5.2288 -0.1372 -1.2450 0.0898 0.0131 0.0451
H 7.5995 0.6698 -0.9404 -0.0129 0.0838 -0.0586
C -3.4306 1.6092 -0.7365 -0.1015 -0.1300 -0.0178
H -4.7710 -2.4805 -1.8210 -0.0534 -0.1179 -0.0381
C -3.3678 0.2895 -0.3226 -0.1529 0.2553 -0.1592
H 4.5386 -0.8388 1.0897 -0.0644 0.0987 0.0338
C -5.1481 -1.2079 0.6062 -0.0510 0.1524 -0.2162
C -3.9509 -1.8320 -1.5202 -0.1684 0.2192 -0.0149
H 2.0706 0.4789 0.3245 -0.0491 -0.0149 -0.1408
H 3.9348 -1.2846 -1.3177 0.0151 -0.0028 -0.0733
H -5.5143 -0.3821 1.2122 -0.0470 0.0275 0.1057
H -2.4727 3.5190 -0.7495 0.0247 0.1144 -0.0140
H 2.5572 -1.8234 1.0339 -0.0602 -0.0485 -0.0579
C -1.2373 0.7472 0.7245 -0.1233 0.1571 -0.0891
H 0.7276 2.7128 0.1547 0.1226 0.0464 0.0209
C 6.5214 0.8094 -0.8842 -0.0182 0.0043 -0.0384
H -3.4670 -1.4474 -2.4153 0.0661 -0.0301 -0.0952
C -2.2630 -0.1310 0.4102 0.1976 -0.1077 0.1585
H -2.2165 -1.1585 0.7338 0.0390 -0.1401 0.0425
H -0.0096 3.0147 1.7200 0.0934 0.0746 0.0544
C 3.6948 -0.3334 -0.8408 0.0649 0.1236 0.2081
O -0.1248 0.4246 1.4525 -0.1538 0.4018 -0.1677
N 1.9378 -1.6532 0.2478 0.2817 -0.0766 0.1332
H 4.4966 0.9093 0.7416 -0.0047 -0.0945 0.0161
C -4.4753 -0.6785 -0.6621 0.0356 -0.1912 0.0764
H -0.0665 -1.6260 -0.2135 -0.0671 -0.1102 0.0609



Entry 2:
47
Properties=species:S:1:pos:R:3:forces:R:3 method="wB97M-V/def2-TZVPD" e_homo_ha=-0.3269 e_above_lowest_ev=16.086 e_tot_ev=-24648.40967 molar_mass_g_mol=281.40 lumo_ha=0.018
H 6.7789 1.1528 -1.6288 -1.3455 -0.9539 1.8134
C -3.3351 2.3325 0.4347 15.1703 -8.3071 -8.7734
H -4.3825 2.5767 -1.5716 0.7055 -0.6331 0.5977
H -1.0120 -0.7565 2.0613 0.2903 -0.6713 -0.4035
H -1.4739 0.4597 -0.1939 -1.2597 -1.6283 1.6799
C 4.0539 0.3456 0.3056 2.8519 -2.9757 0.2241
H 0.8002 0.9452 1.3685 1.8152 -1.5908 -0.4978
H 6.8624 1.0637 0.1270 -1.1089 -0.1533 0.7509
O -0.6144 -1.9855 -1.8488 0.7852 1.1954 6.5019
H 0.8956 -1.6276 1.7320 0.7759 0.5368 -0.8270
H -1.8742 -2.9335 -0.0500 0.9001 0.4179 2.1495
C -4.4948 0.4430 -0.7343 6.5729 0.0731 -12.8590
H -2.8492 1.5553 -1.6935 -1.0314 0.8040 0.9522
H 2.7670 0.8858 -1.8135 -1.9655 1.0185 -0.9406
H -2.8983 -1.1281 -1.3537 0.3100 -0.0419 -2.4302
H -5.1863 0.6681 -0.1961 -7.6402 1.2451 7.4924
H 2.3725 0.3146 2.2502 -1.5107 -0.1367 -2.3651
N 1.0475 -1.6249 -0.3884 3.2640 4.1317 4.1687
H -2.4067 -1.4535 1.9351 -8.5894 -2.5960 6.5943
C -1.1755 -2.3835 0.7047 4.0876 -4.0918 -4.9657
H 2.7787 -1.5787 -1.2891 -0.6915 2.3108 -0.4491
H -3.9628 -1.6486 0.0793 0.9875 2.6880 -2.1675
H 1.2618 -1.1980 -2.2591 1.2412 1.1567 0.4780
C 1.5140 -1.1526 0.9229 3.0055 -5.2853 2.2411
C -1.6906 -1.3367 1.3953 3.6433 10.5087 -3.4613
H -0.5581 -2.9805 1.5301 -1.2334 0.2985 -2.4551
C -2.3492 -0.0632 0.5328 3.1032 -2.7246 -7.9403
C 1.7742 0.2694 1.2055 0.0760 2.6420 2.6189
O 4.8546 0.8122 -0.8788 -1.2115 -0.1818 4.5444
C 1.9313 0.7061 -1.0849 1.0964 -4.0734 -5.3583
C -0.1930 -1.8148 -0.5303 -6.2164 -4.4594 -6.2635
H -4.9834 0.0596 -1.7343 0.0473 1.3699 1.4108
H -2.3101 2.9114 0.1449 -2.4604 -0.5377 1.3200
C -2.9055 1.0711 1.1236 -1.8112 1.4555 7.5676
H 2.7503 -1.8120 1.0287 -3.8848 2.1254 -0.0901
C 6.2591 0.6487 -0.6787 1.7061 -1.4397 -4.6011
H 6.3853 -0.4642 -0.8906 0.6600 1.3533 0.9678
C 2.6394 0.9109 0.0688 1.4866 -2.9733 7.7985
O 4.4878 -0.4362 1.2439 -1.6884 4.8625 -5.2042
H -4.0151 2.8281 0.6267 -11.4023 8.5844 4.9846
C 1.8392 -0.8851 -1.3279 -0.3592 -2.2983 -2.8047
C -3.4385 -0.5165 -0.7098 1.0522 -4.8265 10.0792
H 0.9346 1.1398 -1.0134 0.2646 0.3067 -0.9701
H -2.1421 1.2812 1.9251 -0.7430 0.6044 -0.1745
H 2.7641 1.8683 0.3717 0.3079 3.5168 0.4749
C -3.7264 1.8442 -1.0216 -0.7059 -1.1918 -0.7853
H -3.7748 0.6863 1.7729 0.6526 0.5659 -0.6234



Entry 3:
67
Properties=species:S:1:pos:R:3:forces:R:3 method="wB97M-V/def2-TZVPD" e_homo_ha=-0.2387 e_above_lowest_ev=0.590 e_tot_ev=-110940.17678 molar_mass_g_mol=683.25 lumo_ha=0.090 total_charge=-1
F 4.0026 -2.4813 -0.1614 -0.0687 -0.0887 0.0470
C 3.6928 2.4909 -3.8594 -0.0270 0.0158 0.0228
H -0.0190 -4.5479 -0.9782 0.0347 0.0039 -0.0012
H 0.5285 -0.1226 3.4356 -0.0220 -0.0210 0.0113
H -4.5749 -1.0017 -1.0528 0.0086 -0.0017 0.0055
F 4.1858 -0.4810 0.6522 0.0185 0.0331 0.0495
H -2.3566 1.2834 3.3557 -0.0016 0.0142 -0.0076
C -2.1294 -1.1800 -3.2842 0.0230 0.0341 -0.0393
S 3.2174 2.2348 -2.0987 0.1012 0.0463 0.0305
F 2.8009 1.9258 -4.6800 -0.0569 -0.0752 -0.0584
N 3.3319 0.6736 -2.0827 -0.1922 0.0115 -0.0248
C -0.3164 -0.7250 3.7759 0.0178 0.0070 -0.0320
C -2.9527 -2.0467 3.1957 0.0202 0.0175 -0.0169
C 1.6930 -2.6138 1.9484 -0.0044 0.0255 -0.0013
H -3.3709 -4.0168 0.1105 -0.0127 -0.0055 0.0071
O 0.7899 2.4477 2.5436 0.0137 -0.0361 0.0083
C -3.9612 -0.8417 -0.1608 0.0217 0.0032 0.0258
C -1.6878 -1.0057 -1.9788 -0.0424 0.0039 0.1027
C -2.5236 0.7843 2.3974 -0.0075 -0.0303 -0.0480
Si -2.3588 -1.8108 -0.3788 0.0763 0.0793 -0.1335
H -3.7681 0.2273 -0.0736 -0.0073 0.0371 0.0149
H -0.7062 -4.2861 2.9633 -0.0282 0.0291 0.0425
H -0.7571 -0.2178 4.6387 0.0030 0.0031 0.0045
H -3.3302 -1.6050 4.1234 -0.0035 -0.0032 -0.0009
F 3.7185 3.8004 -4.1204 -0.0024 0.0774 0.0061
H -1.9129 -0.5522 -5.3286 -0.0031 0.0092 -0.0002
S 2.7638 -0.6393 -1.5541 0.0049 -0.1545 -0.1343
O 2.6784 -1.6423 -2.5697 0.0048 -0.0087 -0.0405
C -0.9893 -1.5139 0.8156 -0.1706 0.0135 -0.0500
N -0.7365 -0.0875 -1.7042 -0.2483 -0.1762 -0.0312
H 1.6383 -4.0139 -0.7282 0.0097 0.0058 0.0062
C -0.6327 0.5440 -3.9923 -0.0661 -0.0582 -0.0134
H 0.0562 -1.6921 4.1143 0.0073 -0.0079 0.0143
C 0.5977 -3.6806 -0.7293 0.0159 -0.0233 0.0161
H 2.4866 -3.3048 1.6605 0.0249 -0.0130 -0.0229
Si -1.6431 -0.8895 2.4548 -0.0343 0.0597 0.0264
H 2.0571 -1.5960 1.8032 0.0168 -0.0107 -0.0051
Si 0.1276 -2.9955 0.9724 0.0675 -0.0384 0.0235
H -2.0976 -4.2022 -1.0997 -0.0467 -0.0033 0.0078
Be -0.0392 -0.2256 -0.0815 0.2463 -0.0775 -0.1537
H -2.1530 1.4491 1.6194 -0.0078 -0.0114 0.0045
H -2.5606 -3.0350 3.4336 0.0396 -0.0595 0.0059
O 2.2962 1.8935 0.8159 0.0048 0.0000 0.0073
O 1.8765 2.7383 -2.0359 0.1445 0.0432 -0.0225
H -2.8874 -1.9246 -3.4926 0.0019 -0.0042 -0.0113
C -2.9181 -3.5630 -0.7742 0.0724 -0.0268 0.0204
H 0.5207 1.3966 -2.3840 -0.0844 0.0031 -0.0294
H -3.8094 -2.1818 2.5297 0.0250 -0.0016 0.0078
C -1.5919 -0.4103 -4.3038 0.0614 0.0344 0.0638
C 4.1468 -1.1913 -0.4653 -0.0850 -0.0242 0.0124
H -3.6008 0.6658 2.2729 -0.0463 -0.0183 -0.0122
Cl 0.9649 2.2853 1.1391 0.0271 -0.0821 0.0579
C -0.2309 0.6761 -2.6773 -0.0376 -0.0240 -0.0055
O 1.6060 -0.5877 -0.6624 0.2438 0.2374 0.3507
H -0.1807 1.1697 -4.7489 -0.0086 0.0012 -0.0077
O 4.2581 2.8669 -1.3579 0.0221 0.0208 0.0206
H -3.6777 -3.5504 -1.5606 0.0018 0.0218 -0.0048
F 4.8939 1.9881 -4.1327 0.0609 -0.0474 -0.0035
F 5.3025 -1.0515 -1.1099 0.0635 0.0301 -0.0437
H -1.5492 -4.8198 1.5027 -0.0285 -0.0022 -0.0066
H 0.5057 -2.9560 -1.5386 -0.0029 0.0286 -0.0235
H -4.5440 -1.1556 0.7058 0.0009 0.0086 0.0138
H 1.5143 -2.7532 3.0153 0.0108 0.0199 -0.0100
O 0.0471 1.1543 0.7476 -0.1139 0.1007 -0.0134
H 0.1184 -5.3169 1.8005 -0.0019 0.0026 -0.0088
O 0.5345 3.4306 0.4210 -0.0343 0.0179 0.0248
C -0.5882 -4.4861 1.8975 -0.0199 0.0347 -0.0445



Entry 4:
51
Properties=species:S:1:pos:R:3:forces:R:3 method="wB97M-V/def2-TZVPD" e_homo_ha=-0.3026 e_above_lowest_ev=9.873 e_tot_ev=-168530.83537 molar_mass_g_mol=460.54 lumo_ha=-0.173
H -3.0941 -8.3264 -1.9607 -0.2968 0.2843 -0.3813
H -4.1155 -6.1163 -2.8344 -0.2094 0.0282 -0.3679
H 5.3544 -1.8707 -4.8311 -0.6878 -0.1663 0.3445
H -1.7137 -0.4605 6.4921 0.0721 -0.0511 0.1240
C -3.1261 -5.8187 -3.1816 -0.3809 0.0454 0.6343
H -2.3655 -0.5361 8.1585 -0.0515 -0.3371 -0.1359
H -5.1501 -0.8342 4.7645 -0.0670 -0.2534 0.1015
H 5.5684 1.7694 -4.4313 -0.2260 0.2642 0.2736
H 5.0674 0.6498 -6.5197 -0.4646 0.1269 0.1867
N -3.0572 -3.2102 -3.4857 -0.1037 -2.3202 0.2308
H -2.2535 -5.9484 -1.1521 -0.3708 -0.0809 -0.0661
C -3.3516 -0.0773 4.1925 -1.0605 -0.2945 1.6332
H -4.6008 -1.0094 7.2976 -0.2845 0.0944 -0.2493
N 2.5023 1.2639 -3.9666 -1.0039 0.1478 0.1655
H 2.9894 6.2215 4.1088 -0.2855 0.0501 0.3556
H 4.2059 5.9296 1.9857 -0.1045 0.1954 0.2693
C -3.1067 -4.3697 -3.3554 0.1459 2.5672 0.1501
C -4.3409 -0.2794 5.2393 -0.4094 -0.8629 0.5234
Br -3.5229 4.9876 -6.4218 0.1226 -0.5554 1.0254
H -4.7977 0.6883 5.4469 0.2485 0.0902 0.3828
C 4.9329 -1.3763 -5.7063 0.4151 0.1967 -0.1352
C -2.5897 -0.2953 7.1193 -0.4408 0.0619 -0.5163
H -3.6154 -2.0805 6.3536 0.0532 0.0945 -0.3307
C -2.1102 -7.9180 -2.1914 0.1819 1.2314 0.5057
C 2.4325 5.7422 3.3037 1.4811 0.5266 -0.2169
H 5.4375 -1.9097 -6.5118 -0.1133 0.2896 -0.3705
H 6.4534 0.0536 -5.7522 0.2142 0.2331 0.3097
H -1.5150 -8.3368 -1.3799 0.5237 0.0468 -0.3542
H -2.7908 0.7758 7.1002 0.0322 0.1235 0.0155
H 4.1001 4.4478 2.9632 0.1367 -0.0599 -0.2436
C 3.5281 5.1781 2.3908 -0.7983 -0.7493 0.0599
N -2.5906 0.1012 3.3746 1.5025 0.3019 -1.5969
H -1.1912 -5.8609 -2.5108 0.6523 -0.7290 0.3091
C 0.6496 6.3730 1.6681 -1.6955 -1.2579 -1.7170
H 5.4032 0.3676 -3.4214 0.2421 -0.4383 -0.2480
C 1.6333 6.8366 2.6403 -0.8351 0.5415 0.1175
C -3.8258 -1.0259 6.5313 0.4093 1.0446 0.0237
Br -7.2224 2.9736 -1.0365 1.0468 -0.0205 -0.3807
H 3.8589 -1.4870 -5.8561 0.0430 -0.1991 0.4568
H 1.0923 7.3414 3.4407 -0.1959 0.2971 -0.1705
H 2.2175 7.5875 2.1084 0.3788 -0.0333 0.2467
Mg -3.2837 3.0079 -2.7033 -1.1045 0.5548 -0.5992
H 3.0603 4.6846 1.5389 0.1519 -0.2075 -0.0890
H -1.7878 -8.2356 -3.1830 0.0623 -0.3227 0.2267
C -2.0956 -6.3524 -2.1521 -0.2235 -0.1782 -1.0190
H 1.7609 5.0114 3.7543 0.1838 -0.2045 -0.2383
H -2.9511 -6.1922 -4.1905 0.0219 -0.5338 0.1381
C 5.3702 0.0887 -5.6356 0.7246 -1.1413 -0.7448
C 5.0497 0.8141 -4.3508 -0.4076 0.8485 0.1411
N -0.1151 5.9633 0.8857 1.5484 0.8610 1.5818
C 3.6125 1.0692 -4.1367 1.2265 -0.1503 -0.3615



Entry 5:
62
Properties=species:S:1:pos:R:3:forces:R:3 method="wB97M-V/def2-TZVPD" e_homo_ha=-0.4022 e_above_lowest_ev=0.394 e_tot_ev=-159743.07356 molar_mass_g_mol=746.05 lumo_ha=-0.137 total_charge=+1
O -1.9299 0.4430 -1.9594 -0.2185 -0.2596 0.2555
C -2.0227 -4.4709 -0.6628 0.0239 -0.0073 0.0077
H 4.3138 0.2939 2.7032 0.0035 0.0017 -0.0054
C -3.6168 2.1976 -0.6087 -0.0044 0.0223 0.0139
C -3.3669 -4.5697 -0.9846 -0.0244 -0.0244 0.0029
C -1.7110 3.1511 -2.8122 -0.0072 0.0150 0.0028
H 3.2553 -3.2378 1.8920 0.0007 -0.0043 0.0075
H -4.4388 2.9062 -0.7336 0.0061 0.0125 0.0284
C 0.7589 0.9736 5.6912 -0.0051 -0.0115 -0.0055
P 0.7202 0.2840 2.3069 -0.2842 -0.0225 -0.0956
N 1.2940 1.5655 -2.6411 0.0591 0.0174 -0.0405
O 1.8155 -0.4410 3.1594 0.0241 -0.0728 0.0209
C -1.8972 -2.3681 -1.8356 -0.0224 0.1218 -0.0344
C -3.9815 -3.5815 -1.7403 -0.0023 0.0193 0.0097
H -2.2471 4.1031 -2.8308 0.0214 0.0113 -0.0131
C -3.2378 -2.4982 -2.1670 0.0239 0.0210 -0.0161
H -4.6574 2.4216 -3.7970 -0.0017 0.0016 0.0002
H -4.0115 1.3034 -0.1239 -0.0202 -0.0058 -0.0233
H 3.7883 -0.3131 1.1217 0.0042 -0.0043 0.0000
C 1.6055 2.7403 4.0799 0.0061 0.0038 0.0102
H 2.4654 2.1317 3.7934 0.0005 0.0038 0.0014
C 4.0480 -0.6003 2.1394 -0.0079 0.0222 0.0034
S 1.4936 1.3807 0.7892 0.3066 -0.0511 0.4387
F -5.2652 -3.6860 -2.0545 0.0126 -0.0019 0.0020
H -2.8801 2.6443 0.0612 0.0073 -0.0240 0.0107
Se -0.8804 -0.8576 -2.4310 -0.1165 -0.3431 -0.0261
H 1.6977 0.4415 5.5475 -0.0076 -0.0140 -0.0095
S 2.7051 -0.9794 -1.6393 -0.0160 0.1914 -0.2695
H -1.3302 2.9862 -3.8243 0.0009 -0.0125 -0.0016
H 1.5285 2.4092 -2.1276 0.0038 -0.0182 0.0118
H 0.5441 1.7717 -3.2911 0.0143 0.0145 0.0014
C -4.1429 1.4856 -3.5659 0.0192 -0.0806 -0.0309
H 4.6463 -1.1656 -3.5441 0.0086 0.0111 0.0051
O -0.0759 1.0776 3.3898 0.0826 0.1048 -0.0122
N 2.4029 1.0887 -3.3372 0.0083 -0.0461 -0.0466
Pd 0.5697 -0.1427 -0.6330 0.4413 -0.0996 0.0714
H -0.8735 3.2669 -2.1196 -0.0263 0.0178 0.0199
Si -2.8704 1.7967 -2.2544 -0.0757 0.2020 -0.1942
C 3.0768 -0.0275 -2.9732 -0.0618 0.1043 0.0709
H 1.6215 -3.0561 2.5489 -0.0060 -0.0004 -0.0095
H 4.3434 0.1742 -4.5922 0.0007 0.0030 -0.0019
H -4.8929 0.7617 -3.2477 -0.0121 0.0026 0.0143
F -4.0646 -5.6162 -0.5799 0.0127 0.0269 -0.0027
H -0.4128 2.4998 4.7552 -0.0090 -0.0079 -0.0115
H 2.0651 -2.2457 1.0406 0.0202 -0.0047 -0.0083
H 0.8399 1.5847 6.5907 0.0180 0.0015 -0.0015
F -3.8277 -1.5650 -2.9143 -0.0069 -0.0444 0.0059
H 1.3271 3.3861 3.2475 0.0047 -0.0049 -0.0044
C 0.4443 1.8726 4.5154 -0.0028 0.0224 -0.0015
H -3.6941 1.1193 -4.4918 0.0021 0.0047 0.0010
C 2.4267 -2.5419 2.0259 -0.0194 0.0132 -0.0030
H 4.9220 -1.2515 2.1021 -0.0003 -0.0046 0.0050
H -0.0401 0.2491 5.8428 -0.0095 0.0114 0.0136
S -0.5933 -0.8558 1.3083 -0.1076 0.2357 -0.1911
C -1.2972 -3.3742 -1.0929 0.0053 -0.0118 0.0497
N 4.1200 -0.3354 -3.7537 0.0024 -0.0268 0.0127
H 2.7855 1.6631 -4.0743 -0.0133 0.0057 0.0095
H 1.9107 3.3711 4.9150 -0.0092 0.0046 0.0015
H 3.2415 -1.6730 3.8033 -0.0020 -0.0123 -0.0034
C 2.9200 -1.3496 2.8137 -0.0144 -0.0163 0.0004
F -1.4384 -5.4254 0.0492 -0.0067 0.0122 -0.0115
F 0.0008 -3.3164 -0.7942 -0.0238 -0.0258 -0.0355